# C28H52Br3Cl2FIMgNO17S2

C28H52Br3Cl2FIMgNO17S2 as an isolated structure (ωB97M-V/def2-TZVPD, the OMol25 dataset).

The geometry in XYZ format:
```
108
Properties=species:S:1:pos:R:3
C 6.1113 3.4940 -2.8485
C 5.4780 2.5951 -4.0193
C 4.3202 1.5975 -3.5332
C 3.7542 0.8078 -4.8407
C 3.1387 2.3018 -2.7043
C 2.8272 3.7622 -3.2787
O 2.7273 4.0628 -4.4976
O 2.6897 4.8200 -2.3490
O 3.6336 2.2637 -1.3086
S 3.0486 0.8099 -0.6728
O 4.2584 -0.0913 -0.5536
O 2.4333 0.8259 0.6925
O 2.0488 0.3076 -1.9493
C 1.7167 1.5697 -2.5625
F 1.0646 2.3231 -1.4969
C 0.6636 1.6355 -3.7570
C -0.0741 0.2474 -4.0836
O 0.5219 -0.8571 -4.2039
I -2.2517 0.1498 -4.4173
H 7.0378 4.0472 -3.2641
H 5.3799 4.3057 -2.4961
H 6.4947 2.8776 -1.9513
H 6.3255 1.9321 -4.4337
H 5.1613 3.2773 -4.8956
H 4.8421 0.7916 -2.8912
H 4.6733 0.3517 -5.3495
H 3.1774 1.5054 -5.5511
H 3.0531 -0.0424 -4.5062
H -0.1737 2.3598 -3.4274
H 1.0920 2.0494 -4.7391
Mg 1.2510 5.8780 -2.7611
C -0.3878 -0.8262 4.7895
C -1.3890 -1.8088 4.1130
C -1.0135 -3.2843 4.4123
C 0.0985 -3.8602 3.5464
C -0.1697 -3.5872 2.0722
C -0.3830 -2.0877 1.7914
N -1.4542 -1.4954 2.6553
O -2.6515 -1.9394 2.1883
C 0.9664 -1.3567 1.9954
C -0.6755 -1.8920 0.2828
C -2.7230 -1.5479 4.8663
H 0.1562 -0.2045 4.0780
H -0.8990 -0.1012 5.4303
H 0.3482 -1.3473 5.4085
H -1.8991 -3.9163 4.2679
H -0.7371 -3.3949 5.4668
H 1.0670 -3.4529 3.8504
H 0.1615 -4.9406 3.7086
H 0.6660 -3.9697 1.4767
H -1.0496 -4.1614 1.7572
H 0.8613 -0.2814 1.8304
H 1.7157 -1.7203 1.2858
H 1.4010 -1.5068 2.9845
H -1.5404 -2.4668 -0.0573
H 0.1728 -2.2240 -0.3234
H -0.8514 -0.8369 0.0512
H -3.1038 -0.5415 4.6668
H -2.5778 -1.6380 5.9478
H -3.5028 -2.2664 4.5976
O -2.3890 2.0750 -6.9858
S -2.5979 2.7695 -8.2295
O -1.6074 3.6586 -8.7739
O -4.0147 3.5454 -8.1652
C -4.2439 4.4737 -7.0971
C -3.4616 5.7630 -7.2713
C -3.0335 1.5969 -9.4817
H -4.0179 4.0077 -6.1328
H -5.3142 4.7009 -7.1033
H -2.3846 5.5868 -7.2024
H -3.7289 6.4861 -6.4983
H -3.6546 6.2022 -8.2534
H -3.8088 0.9367 -9.0981
H -2.1378 1.0235 -9.7236
H -3.3784 2.1336 -10.3645
C 9.8608 2.3783 -5.7253
Br 9.7174 2.0643 -3.8165
Br 10.4753 0.8002 -6.6715
Br 8.2067 3.0650 -6.4678
H 10.6173 3.1485 -5.8657
O -6.0688 0.7604 -9.6455
H -6.5506 -0.0511 -9.8474
H -6.6710 1.2547 -9.0754
C 2.8565 -6.2895 -0.0387
Cl 2.1262 -5.0077 -1.0113
Cl 1.7864 -6.7805 1.2807
H 3.0498 -7.1508 -0.6762
H 3.7921 -5.9245 0.3823
O -0.3952 6.7819 -6.8923
H -0.0675 5.9655 -7.2654
C -5.1576 -2.7121 7.3427
O -5.0697 -3.1404 8.6009
H -5.0239 -1.6300 7.1672
H -4.4404 -3.1347 6.6168
H -6.1132 -2.8923 6.8186
C -4.1711 -3.5111 11.3823
C -3.8849 -2.9494 12.7578
C -3.2263 -1.6030 12.7254
O -2.4943 -1.5901 13.9449
C -2.1955 -2.8900 14.2270
O -1.4012 -3.2375 15.0520
O -2.9138 -3.7409 13.4402
H -4.6394 -4.4953 11.4634
H -4.8337 -2.8544 10.8180
H -3.2463 -3.6515 10.8161
H -4.7992 -2.9365 13.3616
H -3.9467 -0.7835 12.6936
H -2.5183 -1.4844 11.8978
```

Properties
- LUMO level (spin up / spin down): -1.0799 / 1.0776 eV
- Charge: -1
- Highest occupied orbital energy (spin up / spin down): -3.69 / -2.70 eV
- Frontier orbital gap (spin up / spin down): 2.6 / 3.8 eV
- Spin multiplicity: 2
- Energy: -339273.0054 eV

Results of the Löwdin charge analysis, in e, for atoms 1 through 5: -0.11 -0.23 -0.24 -0.05 -0.24